1.
Here is a molecular structure, C53H64ClFGaN5O3PS from the OMol25 dataset. Energies are from ωB97M-V with the def2-TZVPD basis set.

HOMO energy: -6.637 eV
total charge: +1
LUMO energy: -0.117 Eh
frontier orbital gap: 3.45 eV
energy above the lowest of the compared OMol25 structures with the same formula, charge and spin: 34.1 kcal per mole

Last column: Löwdin charge in e.
Geometry (Å):
Ga -1.2673 0.0825 -0.6739  0.346
C 2.9967 -0.1439 6.1197  -0.062
C 1.9334 -1.1540 5.7099  -0.189
N 1.5420 -1.0232 4.3038  -0.031
C 0.4512 -0.2724 3.9966  0.047
C 0.0137 -0.0235 2.7416  -0.009
C -1.2685 0.7376 2.5664  -0.553
O -1.7513 1.3119 3.5373  0.044
O -1.7837 0.6645 1.3925  -0.150
C 0.7587 -0.5252 1.6318  -0.259
O 0.5327 -0.2635 0.4526  -0.055
C 1.8631 -1.4295 1.9596  -0.025
C 2.5229 -2.1043 0.9427  0.104
C 3.5832 -2.9193 1.2316  -0.189
F 4.1545 -3.6007 0.2144  0.062
C 4.0682 -3.0689 2.5331  -0.141
C 3.4003 -2.4034 3.5484  0.048
C 2.2704 -1.6223 3.2897  -0.115
N 5.2302 -3.8243 2.8656  -0.105
C 5.1026 -4.8290 3.9209  -0.116
C 6.4180 -4.8520 4.7250  -0.069
N 7.4699 -4.2257 3.8533  0.049
C 7.4080 -4.8311 2.4791  -0.065
C 6.1127 -4.3192 1.8078  -0.127
H 3.2486 -0.2669 7.1743  0.081
H 2.6281 0.8727 5.9726  0.086
H 3.9073 -0.2590 5.5270  0.069
H 1.0345 -1.0137 6.3046  0.125
H 2.2656 -2.1754 5.8883  0.110
H -0.1007 0.1421 4.8324  0.150
H 2.1686 -2.0093 -0.0793  0.136
H 3.7819 -2.4806 4.5584  0.104
H 4.9016 -5.8179 3.4944  0.139
H 4.2771 -4.5899 4.5801  0.124
H 6.7368 -5.8632 4.9619  0.135
H 6.3615 -4.2698 5.6413  0.135
H 8.3947 -4.2814 4.2704  0.185
H 7.1973 -3.2460 3.7475  0.180
H 7.4115 -5.9096 2.6086  0.135
H 8.2947 -4.5430 1.9231  0.136
H 5.6743 -5.1311 1.2264  0.134
H 6.3427 -3.5056 1.1274  0.135
Cl -3.0640 0.7327 -3.6085  0.763
C -4.3320 1.7911 -3.0779  -0.631
C -5.2022 2.2780 -4.0485  -0.106
C -6.2560 3.0916 -3.6752  -0.073
C -6.4390 3.4164 -2.3363  -0.065
C -5.5586 2.9298 -1.3876  -0.078
C -4.4811 2.1078 -1.7332  -0.373
P -3.3770 1.5182 -0.3563  1.090
C -4.6481 0.5861 0.5791  -0.324
C -5.5314 -0.1920 -0.1754  -0.092
C -6.5156 -0.9481 0.4411  -0.072
C -6.6368 -0.9343 1.8242  -0.088
C -5.7396 -0.1967 2.5827  -0.073
C -4.7371 0.5442 1.9690  -0.068
C -3.0014 3.1684 0.3426  -0.331
C -3.0620 3.5079 1.6899  -0.065
C -2.7306 4.7936 2.1056  -0.065
C -2.3076 5.7435 1.1900  -0.080
C -2.2209 5.4067 -0.1558  -0.075
C -2.5702 4.1333 -0.5741  -0.132
H -5.0505 2.0054 -5.0853  0.104
H -6.9346 3.4722 -4.4289  0.109
H -7.2677 4.0452 -2.0356  0.108
H -5.6998 3.1890 -0.3433  0.121
H -5.4537 -0.2127 -1.2560  0.109
H -7.1856 -1.5500 -0.1606  0.109
H -7.4183 -1.5070 2.3086  0.105
H -5.8085 -0.2033 3.6637  0.107
H -4.0062 1.0457 2.5832  0.072
H -3.3350 2.7795 2.4340  0.074
H -2.7984 5.0426 3.1572  0.108
H -2.0432 6.7412 1.5215  0.104
H -1.8813 6.1387 -0.8806  0.098
H -2.5142 3.8880 -1.6264  0.071
C -2.5847 -2.6087 -3.1519  -0.083
C -1.5052 -2.7314 -2.0560  -0.591
C -0.4066 -3.6575 -2.6128  -0.096
C -0.7901 -1.4113 -1.7505  -0.195
C -2.2063 -3.4220 -0.8572  -0.166
C -2.9630 -2.6968 0.0634  -0.047
C -3.6622 -3.3078 1.0943  -0.075
C -3.6305 -4.6904 1.2345  -0.105
C -2.9011 -5.4375 0.3220  -0.096
C -2.2056 -4.8110 -0.7098  -0.047
H -2.1671 -2.1100 -4.0311  0.065
H -3.4371 -2.0310 -2.7906  0.052
H -2.9569 -3.5991 -3.4442  0.083
H 0.2089 -3.0873 -3.3111  0.073
H -0.8177 -4.5189 -3.1506  0.073
H 0.2348 -4.0298 -1.8054  0.079
H 0.2151 -1.6220 -1.3734  -0.026
H -3.0171 -1.6211 -0.0250  0.053
H -4.2357 -2.6968 1.7846  0.092
H -4.1763 -5.1772 2.0343  0.095
H -2.8762 -6.5190 0.4045  0.096
H -1.6559 -5.4323 -1.4067  0.096
C 0.5261 6.8841 -4.1338  -0.110
C 0.2075 5.4545 -3.7085  -0.266
C -0.5231 4.6678 -4.7940  -0.194
C -0.9970 3.3012 -4.3141  -0.226
N 0.1200 2.3646 -4.1923  0.027
C 0.5965 1.7780 -3.0848  -0.690
S -0.0190 2.1739 -1.5261  0.766
N 1.6244 0.9546 -3.2815  0.035
C 2.4334 0.3194 -2.2487  -0.203
C 3.5578 1.2071 -1.7286  -0.204
C 4.5424 1.6678 -2.7987  -0.275
C 5.6809 2.5054 -2.2213  -0.115
H 1.0134 7.4406 -3.3304  0.071
H -0.3875 7.4210 -4.4048  0.074
H 1.1902 6.8999 -5.0024  0.073
H -0.4125 5.4652 -2.8057  0.092
H 1.1325 4.9342 -3.4395  0.106
H 0.1319 4.5463 -5.6660  0.116
H -1.3961 5.2336 -5.1342  0.119
H -1.7369 2.8793 -4.9868  0.097
H -1.4492 3.3886 -3.3316  0.053
H 0.5877 2.1479 -5.0593  0.148
H 1.9381 0.8390 -4.2309  0.145
H 2.8392 -0.5935 -2.6911  0.130
H 1.7727 0.0344 -1.4417  0.057
H 4.0976 0.6440 -0.9574  0.114
H 3.1105 2.0769 -1.2378  0.107
H 4.0091 2.2611 -3.5478  0.102
H 4.9536 0.7930 -3.3161  0.109
H 5.2881 3.3829 -1.7012  0.075
H 6.3609 2.8544 -3.0001  0.070
H 6.2642 1.9259 -1.4998  0.069

Force components x, y, z for each atom (eV/Å):
Ga 0.1 -0.1 0.0
C 0.0 0.0 -0.1
C 0.0 0.1 -0.1
N 0.1 0.0 0.1
C 0.0 -0.1 0.1
C 0.0 0.0 0.1
C -0.1 -0.1 -0.1
O 0.0 -0.1 -0.1
O 0.1 0.1 -0.2
C 0.0 -0.1 0.2
O 0.5 0.2 -0.4
C 0.1 0.1 0.3
C 0.0 -0.1 -0.2
C -0.1 0.0 0.0
F 0.1 -0.1 -0.1
C 0.1 0.1 0.0
C 0.0 0.0 0.2
C -0.1 0.1 0.0
N 0.0 -0.2 0.1
C 0.1 0.0 -0.2
C -0.1 0.0 -0.1
N -0.2 -0.1 -0.1
C -0.1 0.1 0.0
C 0.0 0.1 0.2
H 0.0 0.0 0.0
H 0.0 0.0 0.0
H 0.0 0.0 0.0
H -0.1 0.0 0.0
H 0.0 -0.1 0.0
H 0.0 0.0 0.0
H 0.0 0.0 0.1
H 0.0 0.0 -0.1
H 0.0 0.0 0.0
H -0.1 0.0 0.0
H 0.1 0.0 0.0
H 0.0 0.1 0.0
H 0.1 -0.1 0.0
H 0.1 0.1 0.0
H 0.0 -0.1 0.0
H 0.0 0.0 0.0
H 0.0 -0.1 0.0
H 0.0 0.1 0.0
Cl 0.1 -0.1 0.1
C 0.0 0.0 0.0
C -0.1 0.0 0.0
C 0.0 0.0 0.0
C 0.0 0.0 0.1
C 0.0 0.1 0.1
C 0.1 -0.1 0.0
P -0.3 0.1 -0.6
C 0.0 0.0 0.1
C 0.0 0.1 0.0
C 0.0 0.0 0.0
C 0.0 0.0 0.0
C 0.0 0.0 0.0
C 0.0 -0.1 0.0
C 0.0 0.0 0.1
C 0.0 0.0 0.0
C 0.0 -0.1 0.0
C 0.0 0.0 0.0
C 0.0 0.0 0.0
C -0.1 0.0 0.1
H 0.0 0.0 0.1
H 0.0 0.0 0.0
H 0.0 0.0 0.0
H 0.0 0.0 0.0
H 0.0 0.0 0.0
H 0.0 0.0 0.0
H 0.0 0.0 0.0
H 0.0 0.0 0.0
H 0.0 0.0 0.0
H 0.0 0.0 0.0
H 0.0 0.0 0.0
H 0.0 -0.1 0.0
H 0.0 0.0 0.0
H 0.0 0.0 0.0
C 0.0 0.0 0.1
C 0.0 0.0 0.1
C 0.0 -0.1 0.0
C -0.4 0.0 0.0
C 0.0 -0.1 -0.1
C 0.0 -0.1 0.0
C 0.0 0.0 0.0
C 0.0 0.0 0.0
C 0.0 0.0 0.0
C 0.0 0.0 0.1
H 0.0 0.0 0.1
H 0.0 0.1 0.0
H 0.0 0.1 0.1
H 0.0 0.0 0.0
H 0.0 0.0 0.1
H 0.0 0.1 -0.1
H 0.0 -0.1 0.0
H 0.0 0.0 0.0
H 0.0 0.0 -0.1
H 0.0 0.0 0.0
H 0.0 0.0 0.0
H 0.0 0.0 0.0
C 0.0 0.0 0.0
C 0.0 0.0 0.0
C 0.0 0.0 0.1
C 0.3 0.1 0.1
N -0.2 0.0 0.1
C -0.2 0.1 -0.1
S 0.0 0.0 0.1
N 0.2 0.0 0.2
C 0.0 0.0 -0.1
C 0.0 0.1 0.0
C 0.0 0.0 0.1
C -0.1 0.0 0.0
H 0.0 0.0 0.0
H 0.1 0.0 0.0
H 0.0 0.0 0.0
H 0.0 0.0 0.0
H 0.0 0.0 0.0
H -0.1 0.0 0.0
H 0.0 0.0 0.0
H -0.1 -0.1 -0.1
H -0.1 -0.1 0.0
H 0.0 0.0 0.0
H 0.0 -0.1 -0.1
H 0.0 0.0 0.0
H -0.1 -0.1 0.1
H 0.0 0.0 0.0
H 0.0 0.0 0.0
H 0.0 0.0 0.0
H 0.0 0.0 0.0
H 0.0 0.0 0.0
H 0.0 0.0 0.0
H 0.0 0.0 0.0


2.
Here is a molecular structure, C53H67BrHfIN3O3S6Si4Te2 in a non-equilibrium geometry from the OMol25 dataset. Energies are from ωB97M-V with the def2-TZVPD basis set.

HOMO energy: -1.757 eV
total charge: -2
LUMO energy: 0.118 Eh
frontier orbital gap: 4.96 eV
energy above the lowest of the compared OMol25 structures with the same formula, charge and spin: 0.0 kcal per mole

Last column: Löwdin charge in e.
Geometry (Å):
Hf 0.1293 0.9537 -0.3350  1.034
C -6.3446 1.3453 -3.3301  -0.060
C -5.0546 1.5712 -2.5880  -0.264
C -4.8051 2.7563 -1.9157  0.000
C -3.5934 3.0002 -1.2645  -0.079
C -3.3543 4.3718 -0.7105  -0.335
O -2.4285 5.0446 -1.0902  0.123
C -4.3454 4.9325 0.2794  -0.178
C -4.2920 6.2938 0.5527  -0.017
C -5.1330 6.8453 1.5088  -0.090
C -6.0300 6.0344 2.1937  -0.113
C -6.0847 4.6726 1.9224  -0.088
C -5.2431 4.1221 0.9668  -0.046
C -2.5977 2.0225 -1.2755  -0.254
O -1.4171 2.1987 -0.6745  -0.259
C -2.8759 0.7752 -1.8775  -0.116
C -4.0718 0.5816 -2.5430  -0.005
C -1.8708 -0.2931 -1.5912  -0.261
N -0.5484 -0.1113 -2.0612  -0.171
C -0.4609 0.5910 -3.3391  -0.362
C -1.1449 -0.0990 -4.5163  -0.462
Te -0.6604 -2.1660 -4.8419  1.246
C -2.4883 -2.9447 -4.1487  -0.575
C -2.5221 -3.7150 -2.9896  -0.142
C -3.7224 -4.2340 -2.5252  -0.088
C -4.9047 -3.9704 -3.2016  -0.099
C -4.8820 -3.1949 -4.3522  -0.108
C -3.6770 -2.6952 -4.8298  -0.166
C -2.1731 -1.2380 -0.6554  -0.152
C -3.5239 -1.4657 -0.1674  -0.043
C -3.8103 -2.4679 0.6799  -0.096
C -2.7717 -3.3691 1.1624  -0.106
C -1.4913 -3.1435 0.8525  -0.052
C -1.0535 -1.9414 0.0778  -0.251
H -7.0701 2.1265 -3.0983  0.068
H -6.7904 0.3827 -3.0688  0.073
H -6.1910 1.3470 -4.4125  0.075
H -5.5634 3.5334 -1.9063  0.122
H -3.5600 6.8962 0.0311  0.119
H -5.0815 7.9046 1.7285  0.098
H -6.6826 6.4623 2.9459  0.094
H -6.7681 4.0350 2.4697  0.098
H -5.2490 3.0569 0.7798  0.116
H -4.2563 -0.3859 -3.0025  0.119
H 0.5926 0.7042 -3.5712  0.040
H -0.8809 1.6080 -3.2848  0.121
H -0.8865 0.4193 -5.4402  0.042
H -2.2321 -0.0964 -4.4294  0.029
H -1.6108 -3.8879 -2.4306  0.078
H -3.7329 -4.8095 -1.6081  0.100
H -5.8441 -4.3553 -2.8232  0.095
H -5.8018 -2.9800 -4.8841  0.095
H -3.6607 -2.1048 -5.7387  0.090
H -4.3228 -0.8324 -0.5283  0.107
H -4.8348 -2.6282 0.9966  0.091
H -3.0511 -4.2152 1.7816  0.091
H -0.7185 -3.8013 1.2286  0.091
H -0.2634 -2.2162 -0.6297  0.093
S 4.6886 2.9981 -6.7763  0.451
C 4.0127 2.2906 -5.4381  -1.529
S 3.3015 3.1495 -4.1348  0.915
C 2.8035 1.7915 -3.1472  -1.126
C 3.1086 0.5848 -3.6695  -1.095
S 2.6939 -1.0117 -3.0958  0.368
S 3.9483 0.5905 -5.2042  0.882
S 2.1759 2.2148 -1.5755  0.367
Br 1.7504 4.3775 6.7311  0.409
C 2.3083 5.7279 5.2644  -0.652
C 1.7675 6.9804 5.5218  -0.210
C 2.0619 7.9739 4.5982  -0.155
C 2.8575 7.6478 3.4977  -0.154
C 3.3410 6.3538 3.3449  -0.191
C 3.0864 5.2961 4.2515  -0.160
I 1.7197 1.9316 1.8050  0.216
H 1.1487 7.1816 6.3881  0.065
H 1.6703 8.9772 4.7301  0.076
H 3.0887 8.4088 2.7565  0.076
H 3.9429 6.1573 2.4562  0.061
S -1.9132 3.3681 2.2183  0.680
C -2.1215 3.8664 3.7873  -0.859
N -1.5499 3.3281 4.8972  0.027
C -1.8855 4.0777 6.1045  -0.168
C -3.0211 5.0027 5.6234  -0.153
N -2.9186 4.8879 4.1826  0.013
H -0.6370 2.9085 4.7889  0.118
H -1.0194 4.6055 6.5051  0.038
H -2.2435 3.4078 6.8893  0.105
H -2.8834 6.0311 5.9604  0.108
H -3.9952 4.6487 5.9786  0.105
H -3.5732 5.2819 3.5294  0.105
C 0.7048 -1.5436 3.0659  -0.148
O 0.7440 -1.3815 1.6639  -0.381
C -0.4486 -0.8352 1.0083  -0.522
C -1.4785 -0.3459 2.0271  -0.107
H -0.0713 -2.2513 3.3813  0.087
H 0.5586 -0.5913 3.5804  0.062
H 1.6753 -1.9329 3.3675  0.063
H -1.8698 -1.1603 2.6472  0.080
H -2.3257 0.1108 1.5155  0.072
H -1.0670 0.4285 2.6729  0.026
C 3.5929 -6.5974 -0.2674  -0.218
Si 2.4991 -5.0720 -0.0731  0.344
C 1.1119 -5.1966 -1.3295  -0.204
C 1.8244 -5.1647 1.6729  -0.214
Si 3.7632 -3.1437 -0.5122  0.207
Te 2.5566 -0.8830 -0.6610  0.783
Si 4.9819 -3.5617 -2.4830  0.330
C 6.1183 -5.0478 -2.1775  -0.217
C 6.1017 -2.0993 -2.8775  -0.225
C 3.9148 -4.0847 -3.9394  -0.232
Si 5.3051 -2.6106 1.1933  0.320
C 6.6130 -3.9577 1.3824  -0.224
C 4.4025 -2.4116 2.8241  -0.210
C 6.1772 -1.0055 0.7825  -0.219
H 2.9910 -7.4782 -0.0180  0.030
H 4.4459 -6.5722 0.4158  0.020
H 3.9771 -6.7278 -1.2814  0.006
H 0.5099 -6.0890 -1.1279  0.036
H 1.4906 -5.2561 -2.3528  0.021
H 0.4567 -4.3262 -1.2719  0.003
H 0.9847 -5.8667 1.7019  0.032
H 1.4743 -4.2025 2.0324  0.001
H 2.5909 -5.5331 2.3609  0.028
H 6.4770 -5.1417 -1.1517  0.000
H 6.9925 -4.9312 -2.8274  0.030
H 5.6264 -5.9851 -2.4480  0.011
H 7.0841 -2.2472 -2.4197  0.024
H 5.6967 -1.1492 -2.5280  0.011
H 6.2412 -2.0162 -3.9598  0.030
H 3.4927 -5.0769 -3.7550  0.017
H 4.5520 -4.1578 -4.8279  0.034
H 3.0953 -3.4043 -4.1639  -0.026
H 6.1751 -4.9481 1.5337  0.017
H 7.2343 -3.7290 2.2542  0.027
H 7.2675 -4.0057 0.5095  0.012
H 3.7355 -3.2475 3.0432  0.013
H 3.8069 -1.4939 2.8149  0.029
H 5.1288 -2.3271 3.6385  0.034
H 6.7941 -1.0981 -0.1149  0.017
H 6.8252 -0.7151 1.6153  0.035
H 5.4622 -0.1981 0.6164  0.011

Force components x, y, z for each atom (eV/Å):
Hf -0.3 0.7 0.1
C 0.0 0.0 0.0
C 0.0 0.0 0.0
C 0.1 0.0 0.0
C 0.0 0.1 -0.3
C 0.0 -0.1 0.1
O 0.1 0.1 -0.1
C 0.1 -0.1 -0.1
C -0.1 0.0 0.1
C 0.1 0.0 -0.1
C 0.0 0.0 0.0
C 0.0 0.0 0.0
C 0.0 0.1 0.0
C 0.2 -0.1 0.1
O -0.2 -0.1 0.2
C -0.1 0.0 0.0
C 0.0 0.0 0.0
C 0.2 0.1 -0.2
N -0.4 0.2 0.1
C 0.0 -0.2 0.0
C -0.1 0.0 -0.1
Te 0.2 0.0 0.0
C -0.1 0.0 0.0
C 0.0 0.0 0.0
C 0.0 0.0 0.0
C 0.0 0.0 0.0
C 0.0 0.0 0.0
C 0.0 0.0 0.0
C -0.1 0.0 0.1
C 0.1 0.0 -0.1
C 0.0 -0.1 0.0
C 0.0 0.1 0.0
C -0.1 0.0 0.0
C 0.0 0.0 0.0
H 0.0 0.0 0.0
H 0.0 0.0 0.0
H 0.0 0.0 0.0
H 0.0 0.0 0.0
H 0.0 0.0 0.0
H 0.0 0.0 0.0
H 0.0 0.0 0.0
H 0.0 0.0 0.0
H 0.0 0.0 0.0
H 0.0 0.0 0.0
H 0.0 0.0 0.0
H 0.0 0.0 0.0
H 0.0 0.0 0.0
H 0.0 0.0 0.0
H 0.0 0.0 0.0
H 0.0 0.0 0.0
H 0.0 0.0 0.0
H 0.0 0.0 0.0
H 0.0 0.0 0.0
H 0.0 0.0 0.0
H 0.0 0.0 0.0
H 0.0 0.0 0.0
H 0.1 0.0 0.0
H 0.0 0.0 0.0
S 0.0 0.0 0.1
C 0.1 0.1 -0.1
S 0.0 0.1 0.0
C 0.0 -0.1 0.1
C 0.0 0.1 0.0
S -0.1 0.0 0.1
S 0.0 -0.1 0.0
S -0.1 0.0 -0.2
Br 0.0 -0.1 0.1
C 0.0 -0.1 0.0
C 0.0 0.0 0.0
C 0.1 0.0 -0.1
C -0.1 0.1 0.1
C 0.1 -0.1 -0.1
C -0.1 0.2 0.1
I 0.0 0.0 0.0
H 0.0 0.0 0.0
H 0.0 0.0 0.0
H 0.0 0.0 0.0
H 0.0 0.0 0.0
S 0.0 0.0 0.0
C 0.0 0.0 0.0
N 0.0 0.0 0.0
C 0.0 -0.1 0.1
C 0.0 0.0 0.0
N 0.0 0.0 0.0
H 0.0 0.0 0.0
H 0.0 0.1 -0.2
H 0.0 0.0 0.0
H 0.0 0.0 0.0
H 0.0 0.0 0.0
H 0.0 0.0 0.0
C 0.1 0.0 0.0
O -0.1 -0.3 0.0
C 0.1 -0.2 0.1
C 0.0 0.1 0.0
H 0.0 0.0 0.0
H 0.0 0.0 0.0
H 0.0 -0.1 0.0
H -0.1 0.1 0.0
H 0.0 0.0 0.0
H 0.0 0.0 0.0
C 0.0 -0.1 0.0
Si 0.1 0.1 -0.2
C -0.1 0.0 0.1
C 0.0 -0.1 0.0
Si 0.0 0.0 0.2
Te 1.0 -0.4 -0.2
Si -0.1 0.2 0.1
C 0.1 0.0 -0.1
C 0.0 0.0 -0.1
C 0.0 -0.1 -0.1
Si -0.1 0.0 -0.1
C 0.0 0.0 0.1
C 0.0 0.1 0.0
C 0.1 0.0 0.0
H 0.0 0.0 0.0
H 0.0 0.0 0.0
H -0.1 0.0 0.1
H 0.0 0.0 -0.1
H 0.0 0.0 0.0
H 0.0 0.0 0.0
H 0.0 0.0 0.0
H -0.1 0.2 0.1
H 0.0 0.1 0.0
H 0.0 0.0 0.0
H 0.0 -0.1 0.0
H 0.0 0.1 0.0
H 0.0 0.0 0.0
H 0.0 0.0 0.0
H 0.0 0.0 0.0
H 0.0 0.0 0.0
H 0.0 0.0 0.0
H 0.1 0.0 0.0
H 0.0 0.0 0.0
H 0.0 0.0 0.0
H 0.0 0.0 0.0
H 0.0 0.0 0.0
H 0.0 0.0 0.0
H 0.0 0.0 0.0
H 0.0 0.0 0.0
H 0.0 0.0 0.0
H 0.0 0.0 0.0